(1)
C24H43CeN2P3S2 | ωB97M-V/def2-TZVPD

Last column: Löwdin charge in e.
Geometry (Å):
Ce (-0.141, -0.610, -0.882)  0.909
P (0.110, -2.507, 1.298)  0.742
P (-1.127, 1.242, 1.096)  0.750
P (4.566, 1.411, 1.418)  0.883
H (1.261, -2.127, -3.366)  0.161
C (1.792, -1.218, -3.055)  -0.163
C (2.373, -1.323, -1.655)  -0.431
H (1.778, -1.967, -0.979)  0.001
C (-0.852, -4.043, 1.036)  -0.224
C (-0.273, -2.118, 3.045)  -0.233
C (1.854, -3.081, 1.375)  -0.216
C (-1.218, 2.989, 0.551)  -0.221
C (-2.846, 0.936, 1.668)  -0.207
C (-0.220, 1.435, 2.665)  -0.229
C (6.195, 1.718, 2.094)  -0.167
C (3.607, 0.287, 2.443)  -0.206
C (3.672, 2.949, 1.173)  -0.189
H (2.675, -1.153, -3.732)  0.174
H (3.386, -1.755, -1.659)  0.133
H (-0.873, -4.285, -0.036)  0.061
H (-1.887, -3.904, 1.378)  0.045
H (-0.389, -4.874, 1.587)  0.080
H (-1.215, -1.551, 3.093)  0.045
H (0.529, -1.509, 3.484)  0.047
H (-0.383, -3.045, 3.626)  0.085
H (2.360, -2.967, 0.406)  0.025
H (1.872, -4.146, 1.640)  0.081
H (2.414, -2.493, 2.112)  0.043
H (-1.662, 3.586, 1.360)  0.085
H (-1.835, 3.106, -0.354)  0.053
H (-0.206, 3.360, 0.335)  0.047
H (-3.034, 1.508, 2.587)  0.082
H (-2.994, -0.133, 1.871)  0.045
H (-3.574, 1.237, 0.900)  0.064
H (-0.755, 2.151, 3.303)  0.084
H (0.793, 1.812, 2.469)  0.023
H (-0.137, 0.475, 3.189)  0.025
H (6.184, 2.641, 2.688)  0.087
H (6.914, 1.832, 1.269)  0.087
H (6.511, 0.880, 2.729)  0.084
H (3.897, 0.413, 3.495)  0.090
H (3.812, -0.745, 2.139)  0.053
H (2.528, 0.477, 2.339)  0.024
H (4.231, 3.759, 1.660)  0.083
H (2.661, 2.897, 1.599)  0.047
H (3.597, 3.164, 0.098)  0.056
C (1.535, 1.060, -2.198)  -0.514
C (1.193, 2.418, -2.271)  -0.092
C (0.611, 2.899, -3.436)  -0.004
C (0.406, 2.047, -4.545)  -0.042
C (0.847, 0.748, -4.559)  0.073
C (1.000, 0.074, -3.209)  -0.384
S (2.689, 0.388, -1.042)  1.042
H (4.570, 0.780, 0.140)  -0.028
H (1.517, 3.080, -1.461)  0.118
H (0.472, 3.973, -3.565)  0.147
H (-0.072, 2.487, -5.430)  0.148
H (0.978, 0.146, -5.455)  0.151
H (-0.113, -0.175, -2.979)  0.086
N (-1.734, 0.978, -2.270)  0.005
C (-2.901, 0.281, -1.860)  -0.710
N (-2.769, -0.793, -1.120)  -0.011
C (-4.039, -1.348, -0.823)  -0.287
C (-4.289, -2.361, 0.109)  -0.010
C (-5.613, -2.682, 0.408)  -0.022
C (-6.673, -1.994, -0.202)  -0.006
C (-6.420, -0.951, -1.109)  -0.032
C (-5.098, -0.636, -1.411)  -0.418
S (-4.494, 0.723, -2.363)  1.209
H (-1.766, 1.212, -3.253)  0.118
H (-1.599, 1.877, -1.791)  0.076
H (-3.432, -2.826, 0.597)  0.085
H (-5.828, -3.471, 1.131)  0.131
H (-7.700, -2.269, 0.033)  0.136
H (-7.229, -0.377, -1.566)  0.135

Force components x, y, z for each atom (eV/Å):
-1.29 0.81 -0.87
0.10 -0.89 1.21
-0.79 1.01 0.90
0.07 -0.15 -0.09
-0.03 0.16 0.15
1.32 -0.17 -1.53
1.34 -0.28 0.16
0.45 0.22 0.04
-0.09 0.06 -0.45
-0.10 0.25 0.03
0.18 -0.10 -0.23
0.15 0.00 -0.23
-0.01 -0.32 -0.11
0.32 -0.18 0.10
0.36 -0.12 -0.16
-0.16 -0.17 0.28
-0.16 0.29 -0.14
-0.64 -0.06 0.26
-0.53 -0.31 -0.05
-0.05 -0.16 0.29
0.39 -0.08 -0.05
-0.15 0.22 -0.11
0.22 -0.25 0.11
-0.22 -0.22 -0.06
0.08 0.24 -0.17
-0.06 -0.30 0.44
0.14 0.29 0.08
-0.20 -0.25 -0.09
0.09 -0.09 -0.27
0.10 0.10 0.40
-0.30 0.03 0.07
0.07 -0.10 -0.26
-0.05 0.26 0.01
0.24 -0.08 0.18
0.17 -0.16 -0.12
-0.29 -0.01 0.10
-0.07 0.36 -0.08
-0.06 -0.24 -0.11
-0.13 0.02 0.24
-0.04 0.14 -0.17
-0.12 -0.05 -0.21
0.12 0.19 0.16
0.38 0.00 0.00
-0.23 -0.08 -0.16
0.33 0.02 -0.06
0.11 0.09 0.27
-1.45 -1.05 0.59
0.29 0.69 -0.22
0.39 0.09 1.28
-0.01 -0.75 -1.30
-0.84 0.08 0.90
1.20 0.99 -0.72
-1.86 -0.57 -0.69
0.82 0.44 0.94
-0.13 -0.05 -0.50
-0.27 -0.28 0.15
0.79 -0.17 0.07
-0.43 0.11 0.03
0.48 0.19 -0.35
0.22 0.49 0.65
-1.16 -0.28 -0.26
0.35 0.24 -0.10
0.31 0.54 0.30
-0.11 0.15 -0.14
0.43 -0.06 -0.03
0.26 0.50 -0.57
-0.41 -0.30 0.14
0.06 0.00 0.17
0.36 -0.71 0.66
0.07 -0.08 -0.38
-0.33 -0.22 -0.15
-0.43 -0.07 -0.11
0.06 0.26 -0.24
0.25 0.14 -0.05
0.13 -0.30 0.22

Calculated values
- LUMO (spin up / spin down) (eV) = -13.2 / -13.1
- max |F| (eV/A) = 2.07
- total charge = +4
- HOMO level (spin up / spin down) (eV) = -18.5402 / -18.5570
- gap between HOMO and LUMO (spin up / spin down) (eV) = 5.33 / 5.42

***

(2)
C24H43ClIrNO3PSi3 | ωB97M-V/def2-TZVPD

Last column: Mulliken spin population.
Geometry (Å):
Ir (-0.710, 0.739, 0.136)  2.253
C (3.185, -0.123, 2.383)  0.056
Si (1.424, 0.418, 1.877)  0.008
C (1.077, 2.105, 2.720)  0.010
C (0.221, -0.819, 2.738)  0.119
C (1.405, 0.537, -0.064)  0.352
Si (2.202, -0.900, -1.053)  -0.044
C (2.242, -2.594, -0.177)  0.057
C (1.149, -1.018, -2.652)  0.077
C (4.028, -0.504, -1.466)  0.008
Si (1.940, 2.245, -0.729)  0.012
C (3.614, 2.830, -0.026)  0.027
C (1.941, 2.421, -2.628)  0.002
C (0.597, 3.528, -0.227)  -0.011
C (0.855, 4.892, -0.153)  0.009
C (-0.167, 5.783, 0.124)  -0.002
C (-1.451, 5.287, 0.279)  0.006
C (-1.642, 3.921, 0.185)  0.003
N (-0.646, 3.073, -0.050)  0.080
H (3.279, -0.107, 3.464)  0.004
H (3.946, 0.533, 1.976)  -0.002
H (3.406, -1.129, 2.048)  -0.004
H (1.202, 2.009, 3.793)  -0.001
H (0.068, 2.466, 2.545)  -0.007
H (1.759, 2.875, 2.381)  0.002
H (0.341, -0.720, 3.812)  0.003
H (0.463, -1.843, 2.480)  0.004
H (-0.836, -0.653, 2.523)  -0.043
H (1.456, -2.722, 0.553)  -0.028
H (3.193, -2.746, 0.323)  0.001
H (2.135, -3.386, -0.911)  0.002
H (0.252, -0.406, -2.580)  -0.019
H (0.842, -2.040, -2.846)  -0.002
H (1.712, -0.681, -3.515)  0.004
H (4.636, -0.476, -0.566)  0.000
H (4.143, 0.449, -1.971)  0.000
H (4.447, -1.270, -2.113)  0.001
H (4.390, 2.100, -0.228)  -0.001
H (3.582, 2.983, 1.047)  0.000
H (3.925, 3.764, -0.486)  0.001
H (2.712, 1.818, -3.089)  0.000
H (2.128, 3.454, -2.908)  0.000
H (0.992, 2.132, -3.064)  0.000
H (1.862, 5.243, -0.305)  0.001
H (0.027, 6.842, 0.209)  0.000
H (-2.290, 5.935, 0.471)  0.001
H (-2.629, 3.496, 0.300)  -0.002
C (-3.456, 1.494, 2.395)  0.017
O (-3.764, 1.496, 1.013)  0.035
P (-3.054, 0.405, 0.041)  -0.025
O (-3.838, -0.904, 0.539)  0.011
C (-4.335, -1.935, -0.306)  0.024
O (-3.848, 0.706, -1.313)  -0.004
C (-3.427, 1.725, -2.203)  -0.004
H (-3.960, 2.353, 2.833)  0.001
H (-2.375, 1.582, 2.552)  -0.016
H (-3.816, 0.579, 2.866)  0.000
H (-5.125, -2.433, 0.253)  0.001
H (-3.539, -2.643, -0.542)  -0.020
H (-4.745, -1.512, -1.221)  -0.001
H (-3.786, 1.454, -3.194)  -0.001
H (-2.335, 1.811, -2.211)  0.011
H (-3.863, 2.681, -1.914)  0.002
Cl (-1.397, -4.122, -3.043)  0.017
C (-1.135, -4.757, -1.462)  0.179
C (-1.027, -6.118, -1.294)  -0.095
C (-0.787, -6.652, -0.033)  0.214
C (-0.657, -5.801, 1.065)  -0.090
C (-0.769, -4.446, 0.909)  0.192
C (-1.018, -3.853, -0.363)  0.172
C (-1.124, -2.488, -0.514)  0.386
H (-1.117, -6.763, -2.154)  0.000
H (-0.686, -7.719, 0.085)  0.015
H (-0.457, -6.215, 2.042)  -0.003
H (-0.673, -3.786, 1.759)  0.029
H (-1.324, -2.049, -1.472)  -0.064
H (-0.969, -1.830, 0.327)  0.082

Force components x, y, z for each atom (eV/Å):
-0.34 0.46 0.17
-0.64 0.18 -0.29
0.70 0.13 0.95
0.09 -0.62 -0.43
0.31 0.42 -0.77
-0.38 0.20 0.04
0.15 -0.34 -0.28
0.01 0.76 -0.14
0.40 0.12 0.54
-0.77 0.03 0.18
0.26 0.22 -0.30
-0.66 -0.29 -0.19
0.06 -0.26 0.74
0.73 -0.11 -0.14
-0.01 0.00 0.04
-0.04 -0.10 -0.05
0.11 -0.14 -0.01
-0.48 0.35 0.05
-0.12 -0.88 0.17
-0.07 0.04 0.26
0.13 0.21 -0.13
-0.01 -0.26 -0.11
0.09 -0.12 0.25
-0.20 0.04 -0.05
0.18 0.22 -0.08
0.11 0.20 0.20
0.02 -0.23 -0.15
-0.21 -0.03 -0.02
-0.23 -0.06 0.19
0.21 0.03 0.10
-0.07 -0.12 -0.21
-0.09 0.05 0.00
-0.05 -0.22 0.03
0.17 0.13 -0.20
0.06 -0.01 0.22
0.05 0.17 -0.15
-0.04 -0.18 -0.11
0.13 -0.18 -0.08
-0.05 0.02 0.19
-0.02 0.18 -0.14
0.20 -0.19 -0.13
0.04 0.24 0.08
-0.27 -0.10 -0.04
0.18 0.09 0.00
0.03 0.08 -0.02
-0.09 0.06 0.04
-0.05 -0.08 0.06
0.11 0.02 0.58
0.51 -0.33 -0.89
-1.60 0.12 0.09
1.06 0.92 0.05
-0.22 -0.55 -0.32
0.39 -0.47 0.54
0.17 0.34 -0.41
0.07 -0.06 0.02
-0.02 0.05 0.08
-0.02 0.03 0.02
0.07 0.01 -0.05
-0.15 0.03 0.03
-0.03 -0.03 0.01
0.08 0.02 0.04
-0.05 0.01 -0.08
-0.01 0.00 0.04
-0.08 0.02 -0.27
0.04 0.15 0.41
0.03 -0.05 -0.04
0.02 0.18 -0.02
0.05 -0.21 0.03
-0.08 0.21 -0.22
0.05 -0.85 -0.03
0.12 0.34 -0.04
-0.02 -0.08 -0.09
-0.02 -0.10 0.02
-0.01 -0.03 0.09
0.00 0.06 0.12
-0.02 0.14 -0.23
-0.01 -0.03 0.22

Calculated values
- LUMO (spin up / spin down) (eV) = -2.5 / -5.1
- 2S+1 = 5
- max |F| (eV/A) = 1.61
- relative energy (zero: lowest compared OMol25 entry of this formula, charge and spin) (kJ/mol) = 95.3
- total charge = +1
- HOMO level (spin up / spin down) (eV) = -9.7969 / -11.4713
- gap between HOMO and LUMO (spin up / spin down) (eV) = 7.26 / 6.39

***

(3)
C24H43ClP2Re | ωB97M-V/def2-TZVPD

Last column: Mulliken spin population.
Geometry (Å):
Re (-0.646, -0.229, 0.581)  0.456
C (1.068, -2.071, 1.946)  0.040
C (0.542, -0.779, 2.382)  0.209
C (-1.201, -2.318, 2.128)  0.160
C (0.002, -2.982, 1.826)  0.023
C (-0.901, -0.973, 2.600)  -0.067
C (2.487, -2.470, 1.823)  -0.023
H (3.127, -1.749, 2.328)  0.000
H (2.804, -2.555, 0.779)  0.005
H (2.656, -3.437, 2.305)  0.000
C (0.122, -4.417, 1.434)  0.005
H (0.822, -4.550, 0.592)  0.003
H (-0.836, -4.827, 1.077)  0.000
H (0.516, -4.972, 2.307)  0.007
C (-2.545, -2.945, 2.217)  -0.007
H (-2.742, -3.267, 3.265)  0.001
H (-2.616, -3.788, 1.513)  0.001
H (-3.352, -2.274, 1.882)  0.001
C (-1.811, -0.262, 3.543)  -0.016
H (-2.306, -0.951, 4.236)  -0.001
H (-2.593, 0.302, 3.032)  0.010
H (-1.235, 0.434, 4.147)  -0.003
C (1.325, 0.387, 2.917)  -0.010
H (1.140, 0.507, 4.007)  0.005
H (1.004, 1.315, 2.420)  0.008
H (2.396, 0.225, 2.742)  -0.002
C (0.535, 0.717, -3.136)  0.655
C (1.933, 0.899, -2.713)  0.069
C (2.296, 2.385, -2.430)  0.022
C (1.307, 3.218, -1.556)  0.010
C (0.373, 2.399, -0.694)  0.298
C (-1.074, 2.246, -1.055)  -0.033
C (-1.443, 2.181, -2.592)  0.055
C (-0.361, 1.759, -3.653)  0.125
H (2.323, 2.842, -3.427)  0.005
H (0.714, 3.930, -2.152)  0.006
H (3.308, 2.451, -1.997)  0.000
H (0.143, 2.626, -4.112)  0.010
H (0.281, -0.266, -3.550)  -0.064
H (2.704, 0.475, -3.410)  0.033
H (-0.958, 1.325, -4.483)  0.004
H (-2.278, 1.465, -2.754)  -0.011
H (-1.543, 3.191, -0.701)  0.001
H (-1.795, 3.203, -2.843)  0.011
H (1.938, 3.810, -0.872)  -0.003
H (0.417, 2.779, 0.314)  0.044
P (2.392, -0.452, -1.520)  0.128
C (2.445, -2.044, -2.423)  0.033
C (3.586, 0.155, -0.387)  0.005
P (-2.149, 1.498, 0.481)  -0.021
C (0.822, -0.134, -0.645)  0.861
C (-2.289, 2.719, 1.905)  0.022
C (-3.737, 1.365, -0.353)  0.034
H (1.495, -2.591, -2.370)  -0.006
H (3.275, -2.737, -2.156)  0.001
H (2.534, -1.741, -3.480)  0.001
H (3.202, 1.116, -0.023)  -0.004
H (4.535, 0.355, -0.885)  -0.001
H (3.759, -0.396, 0.540)  -0.001
H (-3.531, 1.842, -1.318)  -0.002
H (-4.549, 1.941, 0.133)  0.001
H (-4.064, 0.324, -0.509)  -0.005
H (0.117, -0.180, -1.543)  -0.046
H (0.852, 1.334, -0.669)  -0.125
H (-3.181, 2.620, 2.565)  0.002
H (-2.353, 3.698, 1.411)  -0.002
H (-1.369, 2.689, 2.520)  0.002
Cl (-1.012, -2.714, -1.224)  0.012
C (-1.894, -1.270, -0.598)  0.052
H (-2.814, -1.679, -0.153)  0.006
H (-2.120, -0.710, -1.512)  0.012

Force components x, y, z for each atom (eV/Å):
0.94 -2.63 1.79
-1.01 0.47 0.45
-0.79 -1.15 0.45
0.35 0.77 0.63
-0.19 0.32 -0.56
0.55 -0.45 -0.48
0.30 0.25 -0.04
0.15 0.00 -0.07
0.02 -0.12 0.02
-0.10 0.06 -0.16
0.28 -0.13 -0.27
-0.08 0.06 0.39
0.39 0.04 0.47
-0.33 -0.07 -0.50
-0.46 -0.18 -0.52
0.02 0.08 -0.74
0.06 -0.01 0.57
0.26 0.04 0.51
-0.18 0.41 0.45
0.16 0.02 -0.14
-0.04 -0.09 0.20
-0.05 0.20 0.10
-0.14 -0.08 0.21
0.23 -0.03 -0.62
0.28 0.00 0.20
-0.28 0.28 0.11
0.38 -1.38 -1.71
2.16 -0.23 -0.67
0.03 -0.12 -0.06
0.31 0.39 -0.12
0.70 -0.23 0.19
-1.29 2.07 0.71
-0.70 -0.21 0.38
-0.95 0.57 -0.06
0.32 -0.06 0.26
0.44 -0.17 -0.01
-0.36 0.00 -0.33
0.00 -0.20 0.55
0.17 0.00 0.37
-0.69 1.09 -1.00
0.43 0.24 0.42
0.34 0.60 0.16
0.46 0.33 -0.75
-0.03 -0.76 -0.07
-0.35 -0.01 -0.39
0.10 0.01 0.63
-4.00 1.15 1.78
0.63 0.00 -0.38
1.44 0.56 0.57
0.50 0.11 -0.50
1.51 -2.88 -0.79
0.34 0.26 -0.77
-0.86 0.41 -0.10
0.12 0.38 0.46
-0.48 0.71 -0.08
0.28 -0.23 0.27
-0.12 -0.07 -0.40
0.19 -0.08 0.12
-0.04 -0.50 -0.45
-0.57 -0.25 0.07
0.50 -0.38 -0.12
0.17 0.49 0.11
0.00 0.32 0.65
-0.30 1.65 0.26
0.54 -0.34 -0.73
-0.02 0.04 0.31
-0.50 -0.06 -0.37
-0.15 -0.44 -0.23
-0.89 -1.36 -0.47
0.15 0.36 -0.34
-0.23 0.17 0.21

Calculated values
- LUMO (spin up / spin down) (eV) = -6.2 / -7.2
- 2S+1 = 4
- max |F| (eV/A) = 4.53
- relative energy (zero: lowest compared OMol25 entry of this formula, charge and spin) (kJ/mol) = 444.9
- total charge = +2
- HOMO level (spin up / spin down) (eV) = -12.5437 / -13.7859
- gap between HOMO and LUMO (spin up / spin down) (eV) = 6.37 / 6.63